Below is a cluster of 2 separate species, C20H22NO3 in total in a non-equilibrium geometry, with properties calculated with ωB97M-V/def2-TZVPD.

Atoms and positions in Å:
O (0.96, 1.50, -0.16)
O (0.49, 4.41, -0.37)
O (0.60, 2.85, 2.22)
N (-1.40, 4.86, 0.82)
C (1.49, 2.18, 1.71)
C (-1.07, 2.65, 0.03)
C (2.90, 0.07, 1.72)
C (-0.73, -1.77, -2.12)
C (-3.07, 3.81, 2.36)
C (-2.35, 0.18, -0.95)
C (-1.10, 7.17, -0.03)
C (-0.57, 4.00, 0.12)
C (0.82, 0.11, 2.96)
C (-0.16, -0.60, -1.61)
C (-0.92, 6.20, 1.12)
C (-0.28, 1.56, -0.37)
C (-2.11, -1.99, -2.01)
C (-2.92, -1.00, -1.43)
C (0.97, -1.25, 3.25)
C (1.76, 0.75, 2.14)
C (2.08, -1.95, 2.77)
C (3.06, -1.29, 2.02)
C (-2.83, 4.61, 1.09)
C (-0.96, 0.38, -1.00)
H (-0.09, -2.51, -2.60)
H (3.64, 0.62, 1.13)
H (-2.56, -2.92, -2.37)
H (0.92, -0.43, -1.67)
H (0.21, -1.75, 3.85)
H (-0.80, 8.17, 0.30)
H (-3.28, 4.10, 0.22)
H (-2.14, 7.20, -0.35)
H (-0.03, 0.69, 3.34)
H (-1.49, 6.53, 2.00)
H (-4.00, -1.15, -1.34)
H (-2.13, 2.50, 0.20)
H (3.93, -1.82, 1.66)
H (-4.13, 3.52, 2.40)
H (2.33, 2.63, 1.16)
H (-3.30, 5.60, 1.16)
H (0.14, 6.11, 1.38)
H (2.19, -3.02, 2.99)
H (-2.85, 4.43, 3.24)
H (-0.47, 6.87, -0.87)
H (-2.99, 0.96, -0.54)
H (-2.45, 2.92, 2.40)

Values from the calculation:
- lowest unoccupied orbital energy (eV) = 3.23
- charge = -1
- orbital gap (Eh) = 0.2515



Below is the molecule C20H22NO4PS in a non-equilibrium geometry, with properties calculated with ωB97M-V/def2-TZVPD.

Atoms and positions in Å:
S (2.38, 2.46, 2.42)
P (0.92, 0.04, -1.67)
O (-0.33, -0.96, -2.09)
O (0.52, 1.25, -0.88)
O (1.93, -0.64, -0.79)
O (1.62, 0.47, -3.10)
N (4.19, 2.91, 0.65)
C (3.62, 3.66, 2.75)
C (2.28, 1.65, -3.03)
C (-3.06, -2.51, 0.74)
C (-4.30, -2.27, 2.89)
C (3.94, 2.93, -1.83)
C (-3.34, -4.49, 2.22)
C (-2.43, -1.76, -1.49)
C (-3.37, -2.28, -0.64)
C (4.44, 3.82, 1.68)
C (4.87, 2.99, -0.65)
C (1.77, 2.81, -3.68)
C (-1.79, -2.11, 1.15)
C (-5.36, -3.65, 1.04)
C (3.41, 1.71, -2.24)
C (3.15, 2.12, 0.89)
C (2.39, 4.03, -3.38)
C (-1.13, -1.45, -1.09)
C (3.40, 4.11, -2.42)
C (-0.80, -1.62, 0.27)
C (-4.03, -3.26, 1.72)
H (-2.96, -5.11, 1.38)
H (-5.17, -4.45, 0.33)
H (3.75, 5.07, -2.09)
H (-4.02, -5.12, 2.82)
H (3.66, 4.20, 3.69)
H (5.25, 4.52, 1.63)
H (5.56, 2.11, -0.75)
H (2.02, 4.90, -3.87)
H (0.86, 2.75, -4.28)
H (-3.40, -2.19, 3.54)
H (-4.32, -2.59, -1.01)
H (-2.70, -1.52, -2.51)
H (5.50, 3.87, -0.70)
H (-4.56, -1.29, 2.55)
H (-5.15, -2.67, 3.43)
H (0.20, -1.37, 0.62)
H (-2.46, -4.25, 2.86)
H (-5.80, -2.79, 0.53)
H (-6.11, -4.05, 1.77)
H (2.69, 1.42, 0.21)
H (3.82, 0.80, -1.81)
H (-1.52, -2.22, 2.20)

Values from the calculation:
- lowest unoccupied orbital energy (eV) = -1.04
- charge = 0
- orbital gap (Eh) = 0.2417
- relative energy (zero: lowest compared OMol25 entry of this formula, charge and spin) (eV) = 0.000



Below is a structure of composition C20H23B3Br36O3 in a non-equilibrium geometry, with properties calculated with ωB97M-V/def2-TZVPD.

Atoms and positions in Å:
Br (3.76, -4.33, -10.89)
Br (1.57, -1.29, -1.48)
Br (-1.15, 6.87, 7.78)
Br (-3.26, 4.47, 5.65)
Br (-5.08, 2.81, -1.75)
Br (-3.49, 4.02, 2.48)
Br (2.89, -6.94, -3.56)
Br (-0.47, -1.44, -6.38)
Br (-3.35, -2.33, 2.24)
Br (5.83, 5.46, 0.42)
Br (4.64, -4.25, -3.71)
Br (-2.12, 4.34, 9.50)
Br (0.66, 4.22, 7.90)
Br (-3.83, 5.24, -3.43)
Br (-0.72, -3.49, -8.85)
Br (-2.34, -5.55, 4.54)
Br (-6.51, -5.75, 0.46)
Br (2.15, -2.30, -8.03)
Br (-2.90, 0.13, 0.22)
Br (-3.48, -6.75, 0.05)
Br (1.50, -4.39, -0.63)
Br (6.13, 7.55, 2.84)
Br (-4.91, -7.07, 2.91)
Br (-9.70, -3.20, 3.38)
Br (0.34, -7.28, 5.00)
Br (0.78, -5.43, -11.37)
Br (-3.59, -2.79, -0.93)
Br (8.73, 6.62, 1.19)
Br (-6.52, -3.69, 3.23)
Br (-0.13, -5.74, 2.22)
Br (2.14, -3.49, -13.53)
Br (-8.27, -5.18, 5.47)
Br (-2.80, 6.93, 3.64)
Br (0.38, -2.15, 1.38)
Br (-1.90, 3.29, -1.72)
Br (1.54, -4.20, -4.55)
O (-0.78, 2.08, -0.40)
O (-0.80, 2.27, 2.16)
O (-0.18, 4.26, 0.67)
C (0.24, -1.97, -8.11)
C (2.65, 2.95, -0.32)
C (-0.97, -6.65, 3.71)
C (6.83, 6.97, 1.12)
C (-0.60, 5.35, 8.85)
C (2.02, -3.96, -11.66)
C (3.79, 0.71, 0.73)
C (-3.83, -1.54, 0.53)
C (0.63, -2.66, -0.47)
C (-4.78, -6.01, 1.29)
C (-3.55, 3.44, -2.75)
C (3.66, 3.91, 0.37)
C (2.73, 1.39, -0.16)
C (1.43, 3.47, -1.26)
C (-3.74, 5.26, 3.95)
C (4.77, 3.19, 1.29)
C (5.87, 0.89, 2.41)
C (3.17, -5.25, -4.47)
C (4.81, 1.65, 1.47)
C (-8.25, -4.46, 3.67)
B (0.09, 3.25, -0.32)
B (-0.37, 3.65, 1.98)
B (-0.69, 1.50, 0.95)
H (0.08, -1.13, -8.78)
H (-4.80, 5.50, 3.99)
H (3.44, -5.49, -5.50)
H (-0.08, 5.75, 9.72)
H (-4.89, -1.31, 0.58)
H (1.97, 0.70, -0.69)
H (-0.15, 4.36, 2.92)
H (5.52, 3.84, 1.86)
H (-0.54, 0.32, 0.97)
H (1.50, 4.58, -1.51)
H (6.20, 1.51, 3.32)
H (-4.41, -5.03, 1.58)
H (3.81, -0.43, 0.86)
H (1.32, 2.79, -2.17)
H (5.40, -0.08, 2.85)
H (-3.44, 2.79, -3.62)
H (1.61, -3.10, -11.13)
H (3.59, 5.03, 0.21)
H (6.73, 0.56, 1.74)
H (-1.47, -7.53, 3.31)
H (-0.36, -2.76, -0.91)
H (-8.41, -5.29, 2.99)
H (6.68, 7.80, 0.43)

Values from the calculation:
- lowest unoccupied orbital energy (eV) = -0.52
- charge = 0
- orbital gap (Eh) = 0.2913
- relative energy (zero: lowest compared OMol25 entry of this formula, charge and spin) (eV) = 0.000



Below is a structure of composition C20H23Br2Cl24FO4 in a non-equilibrium geometry, with properties calculated with ωB97M-V/def2-TZVPD.

Atoms and positions in Å:
Br (-1.99, -3.67, -2.29)
Br (-0.76, -1.46, -4.52)
Cl (5.54, 4.34, -0.11)
Cl (5.62, 1.48, -0.49)
Cl (3.76, -5.18, -2.43)
Cl (1.39, -3.93, -3.51)
Cl (6.30, -1.50, 0.70)
Cl (10.79, -4.94, 3.55)
Cl (7.68, -6.08, 4.48)
Cl (13.63, -5.32, 3.90)
Cl (12.39, -2.85, 4.73)
Cl (-7.73, 1.72, 2.93)
Cl (8.65, -4.04, 6.28)
Cl (-8.19, 2.63, 5.63)
Cl (1.30, -5.26, -0.94)
Cl (-6.41, 4.09, 3.90)
Cl (-9.25, 4.12, 3.40)
Cl (1.57, -6.80, -3.37)
Cl (12.66, -3.46, 1.92)
Cl (7.78, -3.33, 3.62)
Cl (6.41, 3.26, -2.64)
Cl (3.64, 3.02, -1.84)
Cl (4.55, -3.01, 2.40)
Cl (3.43, -1.19, 0.47)
Cl (5.86, -4.14, 5.60)
Cl (4.69, -3.62, -0.41)
F (1.05, 2.98, -2.36)
O (-5.57, 0.05, -2.63)
O (-2.76, 3.14, -0.58)
O (-4.47, 1.15, -4.24)
O (-0.81, 1.24, -3.03)
C (12.37, -4.14, 3.52)
C (7.50, -4.39, 4.99)
C (0.24, 2.59, -0.15)
C (2.00, -5.29, -2.57)
C (-1.27, -2.00, -1.77)
C (4.74, -2.33, 0.79)
C (5.31, 3.03, -1.27)
C (-0.78, -1.13, -2.66)
C (-0.19, 0.20, -2.29)
C (-5.43, 1.04, -3.53)
C (-2.45, 2.04, -1.43)
C (-5.41, 2.19, -0.06)
C (-1.24, 2.37, -2.30)
C (-5.59, 0.68, -0.26)
C (-6.41, 0.34, -1.50)
C (-1.30, -1.76, -0.28)
C (-7.90, 3.14, 3.97)
C (-0.10, 3.08, -1.55)
C (-3.02, 2.83, 0.77)
C (-4.50, 2.55, 1.11)
H (-0.30, 0.35, -1.22)
H (-6.41, 2.60, 0.15)
H (-5.09, 2.65, -1.00)
H (-7.03, -0.54, -1.34)
H (-2.32, 1.11, -0.86)
H (-0.39, 1.78, 0.20)
H (1.27, 2.22, -0.15)
H (-2.39, 1.99, 1.10)
H (-0.31, -1.45, 0.08)
H (-1.60, 3.06, -3.07)
H (0.88, 0.19, -2.53)
H (-7.08, 1.17, -1.74)
H (-1.55, -2.68, 0.25)
H (-6.11, 0.25, 0.60)
H (0.21, 3.40, 0.58)
H (-4.51, 1.69, 1.80)
H (-4.62, 0.18, -0.33)
H (-4.93, 3.37, 1.68)
H (-3.28, 1.86, -2.12)
H (-6.30, 1.71, -3.57)
H (-2.68, 3.69, 1.35)
H (-0.35, 4.14, -1.51)
H (-2.04, -1.01, 0.00)

Values from the calculation:
- lowest unoccupied orbital energy (eV) = -0.06
- charge = 0
- orbital gap (Eh) = 0.3260



Question: Which of these has the highest lowest unoccupied orbital energy?
Answer: C20H22NO3